# 1
Molecular formula: C5H12N2O2P
Method: DFT, ωB97M-V/def2-TZVPD

Results
energy relative to the best compared isomer or geometry (same formula, charge and spin) = 34.4 kcal/mol
M = 163.1 g mol⁻¹
electronic energy = -21736.2825 eV
highest occupied orbital energy = -13.34 eV
orbital gap = 0.3546 Eh
charge = +1

Atoms and positions in Å:
C  1.1394  1.8248  2.6078
C  2.4552  -0.7203  0.1051
C  -0.2948  1.3573  2.3800
C  -1.5273  -1.4967  -2.0309
C  -2.3378  -1.5941  -3.2148
N  1.6089  2.0942  1.2061
N  1.5338  -0.1217  -0.4867
O  -0.4077  0.8899  0.9786
O  -0.8154  -0.5550  -1.7610
P  0.6184  1.5681  -0.0300
H  1.1710  2.8040  3.1266
H  1.7977  0.9824  2.9942
H  2.8909  -0.1889  0.9073
H  2.6924  -1.7864  0.1170
H  -0.5119  0.5711  3.0283
H  -1.0213  2.2107  2.4715
H  -1.6811  -2.3105  -1.3645
H  -2.6477  -2.6802  -3.4861
H  -1.8876  -1.0701  -4.1106
H  -3.3596  -1.2529  -3.0803
H  2.2729  2.7820  1.0563
H  0.8366  -0.5000  -1.2210

---

# 2
Molecular formula: C4H13NO2
Method: DFT, ωB97M-V/def2-TZVPD

Results
spin multiplicity = 2
energy relative to the best compared isomer or geometry (same formula, charge and spin) = 180.5 kcal/mol
M = 107.2 g mol⁻¹
electronic energy = -9928.3291 eV
highest occupied orbital energy (alpha / beta) = -14.89 / -15.20 eV
orbital gap (alpha / beta) = 0.1990 / 0.2100 Eh
charge = +1
⟨S²⟩ = 0.7545

Atoms and positions in Å:
C  -0.5769  -1.2749  -1.2558
O  -1.3558  -1.1818  -0.0929
C  0.6952  -0.5072  -1.2185
C  0.6849  1.0080  -0.8969
C  -0.2164  1.6291  0.1813
N  0.4006  1.5407  1.4926
H  -1.2048  -0.9851  -2.1060
H  -0.3953  -2.3302  -1.4639
H  0.2122  -2.1101  0.9387
H  1.1636  -0.6717  -2.1828
H  1.3653  -1.0524  -0.4900
H  0.4886  1.5140  -1.8527
H  1.6997  1.2607  -0.6093
H  -0.2542  2.7024  -0.0703
H  -1.2294  1.2335  0.1967
H  -0.0837  0.1923  2.0331
H  -0.2009  2.1166  2.1003
H  0.2156  -1.2729  2.1911
H  -0.8945  -1.1439  0.7359
O  -0.5139  -0.6670  2.3694

---

# 3
Molecular formula: C6H11N
Method: DFT, ωB97M-V/def2-TZVPD

Results
energy relative to the best compared isomer or geometry (same formula, charge and spin) = 23.7 kcal/mol
M = 97.2 g mol⁻¹
electronic energy = -7889.5042 eV
highest occupied orbital energy = -9.66 eV
orbital gap = 0.3939 Eh

Atoms and positions in Å:
H  1.2645  1.2356  -2.4952
N  0.9986  1.5714  -1.5629
C  1.0447  0.6073  -0.6992
C  1.4215  -0.7938  -1.1065
C  0.6441  0.8655  0.7365
C  -0.8701  0.9204  0.9289
C  -1.6132  -0.2479  0.3456
C  -1.6871  -1.4614  0.9087
H  0.5194  -1.3534  -1.3652
H  1.9331  -1.2994  -0.2832
H  2.0871  -0.7742  -1.9731
H  1.0823  1.8217  1.0475
H  1.0831  0.0914  1.3757
H  -1.2656  1.8367  0.4729
H  -1.0916  0.9991  2.0009
H  -2.1154  -0.0729  -0.6044
H  -2.2380  -2.2608  0.4228
H  -1.1974  -1.6853  1.8502

---

# 4
Molecular formula: C5H6O2
Method: DFT, ωB97M-V/def2-TZVPD

Results
energy relative to the best compared isomer or geometry (same formula, charge and spin) = 98.3 kcal/mol
M = 98.1 g mol⁻¹
electronic energy = -9372.8351 eV
highest occupied orbital energy = -8.88 eV
orbital gap = 0.3603 Eh

Atoms and positions in Å:
C  -1.1038  -1.1463  1.0016
C  -0.0592  -0.1275  0.4027
O  0.6473  -0.9139  -0.6188
C  1.7919  -0.3565  -0.9255
O  2.1573  0.7329  -0.4953
C  -0.6771  1.0456  -0.1572
C  -0.8540  2.1807  -0.5252
H  -1.8257  -0.6561  1.6619
H  -0.6605  -1.9815  1.5517
H  -1.7237  -1.6081  0.2032
H  1.0650  0.7170  0.4877
H  2.4101  -0.9603  -1.5835
H  -1.1676  3.0740  -1.0035